Entry from OMol25: C32H45CoN2O5PSb2 as an isolated structure (wB97M-V/def2-TZVPD).

```
88
C32H45CoN2O5PSb2 wB97M-V/def2-TZVPD
Co -0.225 -0.103 -0.007
O -0.293 -1.749 0.908
C -1.187 -2.063 1.822
C -1.121 -3.358 2.370
C -2.025 -3.784 3.315
C -3.044 -2.942 3.772
C -3.125 -1.673 3.257
C -2.218 -1.208 2.285
C -2.391 0.145 1.822
N -1.660 0.694 0.923
N -1.913 2.011 0.564
C -1.112 2.360 -0.403
O -0.220 1.566 -0.924
C -1.203 3.731 -0.953
C -0.430 4.079 -2.058
C -0.481 5.369 -2.563
C -1.302 6.315 -1.967
C -2.079 5.969 -0.867
C -2.033 4.682 -0.361
H -0.331 -4.009 2.018
H -1.942 -4.789 3.710
H -3.750 -3.282 4.515
H -3.904 -0.998 3.595
H -3.185 0.753 2.249
H 0.206 3.332 -2.515
H 0.118 5.636 -3.424
H -1.340 7.323 -2.359
H -2.720 6.707 -0.405
H -2.630 4.401 0.495
C 2.504 -2.799 -0.423
Sb 1.689 -1.070 -1.317
C 3.360 0.178 -1.713
C 1.409 -1.791 -3.322
C 0.570 -3.033 -3.389
C 1.195 -4.276 -3.289
C 0.472 -5.456 -3.321
C -0.906 -5.410 -3.465
C -1.539 -4.184 -3.580
C -0.824 -2.988 -3.541
C -1.576 -1.691 -3.635
Sb -1.984 -0.940 -1.671
C -3.168 -2.528 -0.922
C -3.428 0.557 -2.089
H 3.442 -3.060 -0.911
H 1.788 -3.611 -0.533
H 2.666 -2.602 0.634
H 4.218 -0.442 -1.969
H 3.594 0.779 -0.839
H 3.125 0.830 -2.553
H 2.419 -1.990 -3.684
H 1.008 -0.970 -3.914
H 2.275 -4.314 -3.197
H 0.984 -6.406 -3.246
H -1.484 -6.323 -3.503
H -2.614 -4.149 -3.715
H -2.549 -1.840 -4.105
H -1.050 -0.923 -4.199
H -3.951 -2.773 -1.638
H -3.614 -2.227 0.025
H -2.534 -3.396 -0.753
H -4.215 0.139 -2.715
H -2.950 1.388 -2.606
H -3.849 0.921 -1.154
C 1.891 4.418 0.929
C 2.128 2.952 0.670
O 1.380 2.197 1.659
P 1.138 0.629 1.565
O 2.566 -0.065 1.528
C 3.532 0.119 2.603
C 4.892 -0.252 2.068
O 0.613 0.313 3.019
C -0.146 1.232 3.855
C 0.756 1.835 4.903
H 2.454 5.010 0.206
H 2.219 4.692 1.931
H 0.835 4.660 0.820
H 3.182 2.691 0.785
H 1.789 2.662 -0.326
H 3.227 -0.520 3.430
H 3.496 1.158 2.934
H 4.900 -1.284 1.717
H 5.636 -0.154 2.859
H 5.181 0.401 1.244
H -0.930 0.622 4.299
H -0.601 1.999 3.228
H 1.234 1.055 5.495
H 0.165 2.461 5.575
H 1.523 2.458 4.443
```

Computed properties:
HOMO energy (spin up / spin down)   -9.965 / -9.965 eV
Energy relative to the best compared isomer or geometry (same formula, charge and spin)   0.0 kcal/mol
Energy   -3936.59115 Eh
Net charge   +1
Kohn-Sham gap (spin up / spin down)   7.35 / 7.35 eV